[1]
Formula: C4H9N2S
Source: the OMol25 dataset
Level of theory: the ωB97M-V functional and the def2-TZVPD basis

Last column: natural (NBO) charge in e.
Geometry (Å):
C -0.58 -0.50 -1.31  -0.260
C 0.89 -0.32 -1.03  -0.232
C 0.37 0.55 1.29  -0.289
C -1.24 -0.24 1.14  -0.110
N -1.58 -0.57 -0.14  -0.440
N 0.90 0.84 -0.01  -0.513
S -1.09 -2.02 0.83  0.240
H -0.83 0.33 -1.94  0.209
H -0.76 -1.41 -1.81  0.252
H 1.36 -1.25 -0.52  0.269
H 1.39 0.16 -1.85  0.241
H 0.04 1.43 1.85  0.242
H 1.00 -0.03 2.02  0.261
H -2.01 0.06 1.86  0.259
H 1.76 1.32 -0.07  0.440
H 0.37 1.66 -0.32  0.432

Results
**HOMO-LUMO gap**: 0.3333 Eh
**Total charge**: +1
**Strongest force on any atom**: 0.10023 hartree/bohr
**ΔE to the lowest compared entry with this formula, charge and spin**: 388.6 kJ/mol
**E_tot**: -665.14432 hartree
**Lowest unoccupied orbital energy**: -3.68 eV

***

[2]
Formula: C4H9N2S2
Source: the OMol25 dataset
Level of theory: the ωB97M-V functional and the def2-TZVPD basis

Last column: natural (NBO) charge in e.
Geometry (Å):
C 0.55 0.11 -0.03  0.321
C 2.26 -1.51 0.33  -0.384
C -1.89 -0.36 -0.03  -0.426
C -1.12 1.97 -0.22  -0.421
N 0.90 -1.17 -0.01  -0.569
N -0.80 0.59 0.04  -0.346
S 1.83 1.26 0.04  0.195
S 3.33 -0.14 -0.24  0.317
H 2.38 -1.65 1.41  0.254
H 2.58 -2.41 -0.20  0.263
H -2.75 0.06 0.51  0.244
H -2.19 -0.55 -1.06  0.220
H -1.63 -1.29 0.45  0.207
H -1.45 2.11 -1.25  0.218
H -1.94 2.27 0.44  0.230
H -0.27 2.62 -0.02  0.236
H 0.23 -1.91 -0.16  0.442

Results
**HOMO-LUMO gap (alpha / beta)**: 0.2283 / 0.2627 Eh
**2S+1**: 3
**Total charge**: +1
**Strongest force on any atom**: 0.09876 hartree/bohr
**ΔE to the lowest compared entry with this formula, charge and spin**: 0.0 kJ/mol
**E_tot**: -1063.33581 hartree
**Lowest unoccupied orbital energy (alpha / beta)**: -3.73 / -6.75 eV